[1]
Below is a molecular structure, C45H42BCl3I2N8O5PSV in a non-equilibrium geometry, with properties calculated with wB97M-V/def2-TZVPD.

Computed properties:
Max |F| ... 9.54 eV Å⁻¹
Energy above the lowest of the compared OMol25 structures with the same formula, charge and spin ... 2.5 kcal/mol
Energy ... -169761.5633 eV
E_LUMO (spin up / spin down) ... 1.735 / 1.669 eV

The geometry in ORCA input format:
```
! RIJCOSX wB97M-V def2-TZVPD def2/J DEFGRID3
* xyz -1 2
V -0.67917 -1.08679 -1.06104
O 1.76733 -0.53595 1.44215
C 0.70661 0.05335 1.40149
O -0.04580 0.15163 0.32290
C 0.25810 0.84760 2.62113
C 1.20844 0.86870 3.65174
C 1.01174 1.60565 4.80220
C -0.15720 2.35028 4.94191
C -1.11068 2.31476 3.94145
C -0.93851 1.56217 2.77064
P -2.36380 1.52098 1.55230
C -2.48285 3.31094 1.14240
C -3.63265 3.82647 0.53213
C -3.65883 5.13089 0.05105
C -2.53346 5.94138 0.13745
C -1.37359 5.43180 0.70863
C -1.35022 4.13188 1.20292
C -3.71543 1.16375 2.75789
C -3.54555 0.01910 3.54827
C -4.54448 -0.41896 4.40282
C -5.75053 0.27408 4.47715
C -5.93536 1.39992 3.69249
C -4.92649 1.83918 2.83961
H 2.10969 0.28998 3.50808
H 1.76585 1.61031 5.58217
H -0.32729 2.94663 5.83066
H -2.03068 2.87481 4.06554
H -4.50015 3.19348 0.38128
H -4.56484 5.50260 -0.41110
H -2.55469 6.95403 -0.25017
H -0.48045 6.04337 0.76966
H -0.43546 3.75941 1.64959
H -2.61551 -0.53745 3.49239
H -4.38786 -1.30990 5.00246
H -6.54394 -0.07285 5.12963
H -6.87795 1.93416 3.71625
H -5.11468 2.71102 2.22914
B -2.52755 -0.55857 -4.16220
N -2.10939 0.65600 -3.25807
C -2.10038 1.90922 -3.69875
C -1.54378 2.73693 -2.72986
C -1.22695 1.87428 -1.69484
N -1.56722 0.60795 -2.00719
N -2.59632 -1.88495 -3.34108
C -3.36608 -2.90583 -3.69201
C -2.96056 -4.04926 -3.00873
C -1.90926 -3.61767 -2.22599
N -1.67775 -2.30540 -2.41457
H -3.63671 -0.37031 -4.61460
H -1.69063 -0.68934 -5.04898
H -2.50650 2.13425 -4.67471
H -1.43634 3.81078 -2.75271
H -0.77663 2.08635 -0.73610
H -4.15751 -2.75380 -4.41006
H -3.38924 -5.03753 -3.06027
H -1.30601 -4.16622 -1.52033
C -2.07740 -3.51441 2.14002
C -1.35324 -2.82339 1.03169
N -1.89708 -1.88645 0.30589
O -3.20992 -1.65237 0.58104
C -0.02138 -3.20876 0.65610
C 0.76767 -4.27635 1.32187
N 0.45842 -2.56681 -0.41086
O 1.60239 -2.91961 -0.86706
H -3.12013 -3.22733 2.17130
H -1.60856 -3.25867 3.09453
H -1.99979 -4.59587 2.01428
H -3.48372 -0.86122 0.06252
H 0.52352 -4.34522 2.38576
H 1.82385 -4.04004 1.21109
H 0.60378 -5.25891 0.86536
I -5.11550 0.70825 -1.04053
I -8.03188 0.37894 0.24053
Cl 5.43397 -5.85942 -1.65641
C 5.36649 -4.12499 -1.84384
C 4.95168 -3.33836 -0.79050
C 4.88389 -1.96527 -0.96048
C 5.22919 -1.35930 -2.15854
C 5.17913 0.13766 -2.31651
C 4.03705 0.68590 -3.19960
N 2.78583 -0.05710 -3.18318
C 2.37916 -1.04546 -4.07655
C 1.16054 -1.46048 -3.64321
N 0.83618 -0.73231 -2.50672
C 1.83830 0.07145 -2.26609
O 5.24730 0.78011 -1.04585
C 4.00619 0.97075 -0.38309
C 4.24248 1.42171 1.02443
C 3.23732 1.83736 1.83274
Cl 1.57917 1.93556 1.39537
S 3.77240 2.30148 3.38520
C 5.39218 1.94997 2.96991
C 5.50488 1.49342 1.69259
C 5.66485 -2.18719 -3.18752
Cl 6.17540 -1.50377 -4.72621
C 5.73091 -3.56227 -3.05459
H 4.65311 -3.78915 0.14485
H 4.54798 -1.36152 -0.12602
H 6.09349 0.42397 -2.82582
H 4.37407 0.73710 -4.22828
H 3.82140 1.70106 -2.88553
H 2.97585 -1.32471 -4.93229
H 0.50271 -2.20471 -4.05300
H 1.86966 0.78320 -1.45729
H 3.40868 0.05451 -0.37135
H 3.41357 1.73494 -0.89676
H 6.17867 2.09703 3.69736
H 6.43762 1.20799 1.22316
H 6.06291 -4.18024 -3.87812
*
```

These are the Mulliken partial charges, in e, on atoms 1 to 99: atom 1 (V): -1.6939, atom 2 (O): -0.6893, atom 3 (C): 0.0191, atom 4 (O): 1.5248, atom 5 (C): -0.4233, atom 6 (C): -1.4192, atom 7 (C): -0.6733, atom 8 (C): -1.1991, atom 9 (C): -0.0801, atom 10 (C): -0.2157, atom 11 (P): 2.4975, atom 12 (C): 0.7612, atom 13 (C): -0.5337, atom 14 (C): -0.9475, atom 15 (C): -0.5151, atom 16 (C): -0.9000, atom 17 (C): -0.3304, atom 18 (C): 0.6081, atom 19 (C): -0.4429, atom 20 (C): -0.6568, atom 21 (C): -0.6014, atom 22 (C): -0.6384, atom 23 (C): -0.5289, atom 24 (H): 1.2343, atom 25 (H): 0.4976, atom 26 (H): 0.4209, atom 27 (H): 0.4939, atom 28 (H): 0.1655, atom 29 (H): 0.4122, atom 30 (H): 0.3697, atom 31 (H): 0.4451, atom 32 (H): 0.2458, atom 33 (H): 0.2499, atom 34 (H): 0.4146, atom 35 (H): 0.3562, atom 36 (H): 0.4342, atom 37 (H): 0.2095, atom 38 (B): 0.1639, atom 39 (N): -0.2252, atom 40 (C): -0.5934, atom 41 (C): -1.5370, atom 42 (C): -0.6344, atom 43 (N): 1.5365, atom 44 (N): -0.7025, atom 45 (C): -0.3421, atom 46 (C): -1.2054, atom 47 (C): -0.3163, atom 48 (N): 1.1810, atom 49 (H): -0.1822, atom 50 (H): -0.1898, atom 51 (H): 0.4469, atom 52 (H): 0.4799, atom 53 (H): 0.8167, atom 54 (H): 0.4727, atom 55 (H): 0.4114, atom 56 (H): 0.5771, atom 57 (C): -2.2739, atom 58 (C): 0.1538, atom 59 (N): 1.4782, atom 60 (O): -0.7676, atom 61 (C): 0.5414, atom 62 (C): -1.7985, atom 63 (N): 2.2230, atom 64 (O): -0.9556, atom 65 (H): 0.5103, atom 66 (H): 0.3533, atom 67 (H): 0.4626, atom 68 (H): -0.1566, atom 69 (H): 0.4529, atom 70 (H): 0.1977, atom 71 (H): 0.3069, atom 72 (I): -0.4064, atom 73 (I): -0.4355, atom 74 (Cl): -0.2512, atom 75 (C): 0.5238, atom 76 (C): -1.0191, atom 77 (C): 0.5543, atom 78 (C): -0.6911, atom 79 (C): 0.2395, atom 80 (C): -1.6254, atom 81 (N): 0.2481, atom 82 (C): -1.0254, atom 83 (C): -0.8999, atom 84 (N): 0.6725, atom 85 (C): -0.7505, atom 86 (O): -0.3756, atom 87 (C): 0.1992, atom 88 (C): -1.5159, atom 89 (C): 0.7437, atom 90 (Cl): -0.0272, atom 91 (S): -0.1221, atom 92 (C): -0.7313, atom 93 (C): -0.5969, atom 94 (C): 0.8046, atom 95 (Cl): -0.2273, atom 96 (C): -0.9440, atom 97 (H): 0.3118, atom 98 (H): 0.3128, atom 99 (H): 0.7267

[2]
Below is 2 unconnected molecules or ions with the total composition C21H29NO4 in a non-equilibrium geometry, with properties calculated with wB97M-V/def2-TZVPD.

Computed properties:
Max |F| ... 1.50 eV Å⁻¹
Energy above the lowest of the compared OMol25 structures with the same formula, charge and spin ... 74.2 kcal/mol
SMILES ... CC(=O)N(C)CCCCC1=CC(=O)c2ccccc2C1=O.CCOCC
Energy ... -31926.3649 eV
E_LUMO ... -0.944 eV

The geometry in ORCA input format:
```
! RIJCOSX wB97M-V def2-TZVPD def2/J DEFGRID3
* xyz 0 1
C -0.55715 1.78828 3.90699
C -1.03987 2.41230 2.63277
O -0.28234 2.80438 1.79074
N -2.47240 2.51756 2.53087
C -2.79629 3.88445 3.03253
C -2.93102 2.37529 1.13714
C -3.35679 0.93619 0.73562
C -2.87509 -0.20199 1.65561
C -2.34564 -1.42545 0.85362
C -0.85704 -1.48413 0.72885
C -0.08871 -0.40550 0.53216
C 1.37755 -0.46887 0.41559
O 2.00418 0.43191 -0.07924
C 2.02749 -1.69676 0.93820
C 3.38896 -1.67803 1.23860
C 3.98873 -2.84048 1.72550
C 3.22375 -3.99583 1.88120
C 1.86054 -4.00943 1.57894
C 1.25579 -2.84579 1.10841
C -0.19460 -2.80806 0.79756
O -0.81384 -3.82981 0.62579
H -1.16311 2.17268 4.72680
H -0.69769 0.71217 3.88746
H 0.47376 2.06570 4.08846
H -3.73007 3.87979 3.58431
H -2.80068 4.61074 2.22476
H -2.01701 4.21289 3.71880
H -2.20457 2.75235 0.41736
H -3.80645 3.00808 1.03679
H -4.44220 0.90801 0.71583
H -3.01568 0.76251 -0.28006
H -2.07065 0.11458 2.30408
H -3.71520 -0.58342 2.22113
H -2.79224 -1.45482 -0.13826
H -2.67879 -2.33805 1.34225
H -0.53465 0.57340 0.43188
H 3.95320 -0.76956 1.10668
H 5.03920 -2.83252 1.96974
H 3.68397 -4.90572 2.23640
H 1.28225 -4.91057 1.70678
C 2.69118 1.38336 -5.24753
C 1.18626 1.17569 -5.23265
O 0.78462 -0.16604 -5.44151
C 1.25104 -1.10886 -4.49398
C 0.81223 -0.82171 -3.06879
H 3.11456 1.03521 -6.19084
H 2.92357 2.44199 -5.12896
H 3.18704 0.84351 -4.43997
H 0.73449 1.74053 -6.04848
H 0.75485 1.56584 -4.30389
H 2.34203 -1.19888 -4.54821
H 0.84339 -2.06746 -4.81575
H 1.20557 0.12510 -2.69836
H 1.16665 -1.61023 -2.40208
H -0.27710 -0.77653 -3.00766
*
```

Per-atom natural (NBO) charges, elementary charge units: atom 1 (C): -0.7205, atom 2 (C): 0.7284, atom 3 (O): -0.5571, atom 4 (N): -0.5268, atom 5 (C): -0.4059, atom 6 (C): -0.2269, atom 7 (C): -0.4146, atom 8 (C): -0.3804, atom 9 (C): -0.4459, atom 10 (C): -0.0102, atom 11 (C): -0.2583, atom 12 (C): 0.5246, atom 13 (O): -0.5050, atom 14 (C): -0.1437, atom 15 (C): -0.1567, atom 16 (C): -0.1951, atom 17 (C): -0.1952, atom 18 (C): -0.1864, atom 19 (C): -0.0550, atom 20 (C): 0.5016, atom 21 (O): -0.5125, atom 22 (H): 0.2295, atom 23 (H): 0.2412, atom 24 (H): 0.2338, atom 25 (H): 0.2054, atom 26 (H): 0.1954, atom 27 (H): 0.2001, atom 28 (H): 0.2059, atom 29 (H): 0.1979, atom 30 (H): 0.2083, atom 31 (H): 0.2031, atom 32 (H): 0.2014, atom 33 (H): 0.2162, atom 34 (H): 0.2290, atom 35 (H): 0.2329, atom 36 (H): 0.2328, atom 37 (H): 0.2362, atom 38 (H): 0.2193, atom 39 (H): 0.2178, atom 40 (H): 0.2357, atom 41 (C): -0.6445, atom 42 (C): -0.0638, atom 43 (O): -0.5355, atom 44 (C): -0.0629, atom 45 (C): -0.6502, atom 46 (H): 0.2098, atom 47 (H): 0.2155, atom 48 (H): 0.2059, atom 49 (H): 0.1852, atom 50 (H): 0.1604, atom 51 (H): 0.1582, atom 52 (H): 0.1858, atom 53 (H): 0.2173, atom 54 (H): 0.2104, atom 55 (H): 0.2080

max |F| of number 1 (C45H42BCl3I2N8O5PSV)? 9.54 eV Å⁻¹